# 1
132
Properties=species:S:1:pos:R:3:lowdin_charge:R:1 method="wB97M-V/def2-TZVPD" homo_energy_ha="-0.37674 / -0.37852" total_charge=+1 s_squared=7.036 lumo_energy_ev="-3.57 / -4.85" multiplicity=5 homo_lumo_gap_ev="6.68 / 5.45" e_tot_ev=-83003.542
C -5.26228 2.14456 4.35959 -0.007
C -4.76116 1.26193 5.45507 -0.031
C -3.19642 1.41589 5.76336 -0.135
N -2.19119 1.50890 4.72743 -0.474
Cl -2.29688 1.44690 3.02343 0.832
C -0.93529 1.68028 5.44503 -0.645
I 1.06757 1.94744 4.67192 0.912
C -1.16114 1.67014 6.96766 0.001
N -2.61521 1.50347 7.07205 -0.142
N -3.28284 1.48106 8.28674 0.107
H -5.39843 1.73719 3.30638 0.077
H -5.42628 3.23887 4.65756 0.097
H -5.43908 0.55611 6.05271 0.122
H -0.40135 1.77571 7.82187 0.147
H -3.95167 0.68004 8.27102 0.127
H -2.60090 1.20376 9.02078 0.127
C -2.64233 -1.62102 -2.51981 -0.026
C -2.28376 -0.19839 -3.04221 -0.456
C -0.86929 -0.19191 -3.66885 -0.137
C 0.25406 -0.23276 -2.64344 -0.176
C 0.08868 0.89628 -1.63277 -0.141
C -1.29898 0.88986 -0.95368 -0.471
N -2.42817 0.80032 -1.93563 -0.040
O -2.57001 2.02908 -2.50458 -0.020
C -1.35159 -0.29155 0.04457 -0.063
C -1.40708 2.14109 -0.04718 -0.079
C -3.28927 0.02874 -4.20472 -0.041
H -1.88119 -2.35708 -2.78674 0.079
H -2.78905 -1.66682 -1.44189 0.056
H -3.59405 -1.97533 -2.92768 0.082
H -0.73997 0.71003 -4.28042 0.126
H -0.75913 -1.03688 -4.35708 0.111
H 0.27747 -1.20587 -2.14255 0.107
H 1.21696 -0.12710 -3.15207 0.117
H 0.87845 0.81748 -0.87668 0.123
H 0.25242 1.85269 -2.14474 0.114
H -2.35553 -0.40454 0.46707 0.078
H -0.66892 -0.12497 0.88482 0.070
H -1.04981 -1.24313 -0.39312 0.070
H -1.25224 3.07407 -0.59108 0.076
H -0.64878 2.12300 0.74246 0.058
H -2.38883 2.18836 0.44184 0.053
H -4.31781 0.08241 -3.83456 0.090
H -3.23648 -0.79768 -4.92034 0.069
H -3.08218 0.94130 -4.77020 0.079
C -2.77939 -3.91496 -8.90251 -0.024
C -1.95066 -3.44939 -7.66819 -0.462
C -0.46045 -3.82841 -7.84149 -0.145
C -0.17690 -5.30789 -7.62904 -0.183
C -0.71145 -5.75958 -6.27513 -0.138
C -2.21085 -5.43824 -6.08813 -0.480
N -2.54630 -4.01259 -6.41574 -0.028
O -2.12000 -3.24464 -5.37679 -0.048
C -3.03508 -6.40691 -6.96940 -0.049
C -2.61843 -5.82118 -4.64314 -0.045
C -2.02978 -1.89862 -7.73738 -0.049
H -2.14288 -4.32017 -9.69217 0.088
H -3.53368 -4.66229 -8.66427 0.059
H -3.35505 -3.09222 -9.33852 0.079
H 0.15092 -3.25849 -7.13043 0.122
H -0.11085 -3.53480 -8.83707 0.124
H -0.61406 -5.89977 -8.43929 0.106
H 0.90237 -5.48240 -7.67044 0.116
H -0.54101 -6.83603 -6.16522 0.126
H -0.12212 -5.27645 -5.48622 0.123
H -4.09693 -6.14271 -6.95622 0.092
H -2.95808 -7.43389 -6.59944 0.088
H -2.69857 -6.44324 -8.00589 0.066
H -2.02033 -5.31251 -3.88530 0.071
H -2.48111 -6.89245 -4.46948 0.085
H -3.67429 -5.59130 -4.45925 0.090
H -3.05348 -1.54624 -7.57694 0.088
H -1.70728 -1.54386 -8.72100 0.091
H -1.38179 -1.40935 -7.00489 0.067
C 1.62913 7.64021 0.56653 -0.029
C 2.45080 7.62922 -0.75718 -0.468
C 1.51845 7.83074 -1.97569 -0.145
C 0.69912 6.59839 -2.32928 -0.182
C 1.61270 5.39350 -2.52141 -0.133
C 2.52499 5.13611 -1.30158 -0.477
N 3.25096 6.36762 -0.84688 -0.044
O 4.26855 6.58753 -1.72372 -0.018
C 1.66131 4.55985 -0.15495 -0.053
C 3.49251 3.97688 -1.64919 -0.040
C 3.33265 8.90457 -0.65169 -0.050
H 0.57996 7.89062 0.39369 0.086
H 1.66318 6.69689 1.10855 0.055
H 2.02372 8.36790 1.28299 0.078
H 2.11370 8.10803 -2.85448 0.125
H 0.84164 8.67313 -1.79653 0.123
H -0.04877 6.40262 -1.55403 0.104
H 0.14182 6.78292 -3.25241 0.117
H 0.99879 4.50899 -2.72570 0.117
H 2.22179 5.55445 -3.41896 0.128
H 2.24364 4.46796 0.76755 0.089
H 1.29644 3.55691 -0.39887 0.058
H 0.76931 5.15149 0.05491 0.065
H 4.09061 4.17687 -2.53929 0.080
H 2.93972 3.05509 -1.85559 0.075
H 4.17442 3.77148 -0.81581 0.090
H 4.05589 8.82006 0.16520 0.089
H 2.71054 9.78309 -0.45446 0.089
H 3.88183 9.11557 -1.57285 0.077
C 3.36006 -3.23463 4.88106 -0.020
C 2.26440 -2.61527 5.79904 -0.463
C 2.67714 -1.19570 6.25372 -0.184
C 3.75592 -1.18549 7.32662 -0.180
C 3.33160 -2.04691 8.51037 -0.137
C 2.95761 -3.48736 8.09646 -0.482
N 1.98991 -3.53073 6.94984 -0.038
O 0.76021 -3.21479 7.44151 -0.034
C 4.25619 -4.25020 7.74116 -0.047
C 2.42450 -4.23415 9.34497 -0.044
C 1.04529 -2.44513 4.84984 -0.054
H 4.15168 -2.51840 4.64973 0.089
H 3.82593 -4.12484 5.29852 0.062
H 2.94440 -3.57917 3.92870 0.080
H 1.80035 -0.66418 6.64632 0.090
H 3.02064 -0.60971 5.39415 0.088
H 4.70810 -1.53103 6.91251 0.109
H 3.92441 -0.15872 7.66587 0.114
H 4.14200 -2.06549 9.24680 0.128
H 2.48025 -1.56563 9.00737 0.121
H 4.03086 -5.24033 7.33360 0.094
H 4.87449 -4.40538 8.63048 0.090
H 4.89167 -3.71860 7.03210 0.066
H 1.57102 -3.73420 9.80545 0.075
H 3.19362 -4.29745 10.12020 0.087
H 2.12766 -5.25837 9.09244 0.093
H 0.66269 -3.41502 4.51804 0.092
H 1.33243 -1.87895 3.95791 0.081
H 0.22200 -1.89422 5.31404 0.063

# 2
14
Properties=species:S:1:pos:R:3:lowdin_charge:R:1 method="wB97M-V/def2-TZVPD" homo_energy_ha=-0.32087 total_charge=0 e_above_lowest_ev=2.586 lumo_energy_ev=0.92 homo_lumo_gap_ev=9.65 e_tot_ev=-8370.696
C 1.81940 0.34744 0.24579 -0.122
C 0.46259 0.87421 -0.12062 -0.190
C -0.59223 0.81575 0.68721 -0.265
O -1.79863 1.35886 0.34948 -0.018
C -1.73496 -2.13630 0.19154 0.003
O -2.68004 -1.51908 0.06320 0.013
H 2.19975 -0.32342 -0.53256 0.053
H 1.78873 -0.21610 1.18546 0.074
H 2.55295 1.15592 0.36062 0.071
H 0.25286 -1.26665 -1.75702 0.010
H 0.33766 1.36129 -1.08706 0.111
H -0.53371 0.35226 1.67401 0.122
H -2.47632 1.02789 0.94882 0.089
H 0.40195 -1.83208 -2.20887 0.050

# 3
72
Properties=species:S:1:pos:R:3:lowdin_charge:R:1 method="wB97M-V/def2-TZVPD" homo_energy_ha=-0.44878 total_charge=+1 lumo_energy_ev=-10.88 homo_lumo_gap_ev=1.33 e_tot_ev=-106194.378
Be 1.82860 1.20670 -4.94838 0.973
C -0.76344 -2.82954 -1.79679 -0.570
F -0.66762 -2.78891 -3.15454 0.134
F -1.96621 -2.35197 -1.48303 0.168
F -0.56329 -4.06134 -1.34474 0.194
S 0.69781 -1.70059 -1.10274 0.754
O 0.71664 -1.75432 0.37540 -0.257
O 1.90144 -2.28995 -1.74330 -0.280
N 0.29272 -0.13334 -1.80422 -0.212
S -0.68791 0.60773 -0.76734 0.614
O -1.41194 1.66068 -1.44946 -0.210
O -1.64939 -0.24647 -0.06828 -0.189
C 0.49109 1.51806 0.49897 -0.664
F -0.06297 1.68614 1.68952 0.173
F 1.58759 0.89140 0.72918 0.191
F 0.75095 2.74416 0.01466 0.138
C 1.16323 -5.62466 -7.17688 -0.061
C 1.55109 -4.23084 -6.86877 -0.271
N 1.88003 -3.12699 -6.69593 0.094
H 0.14336 -5.72452 -7.54836 0.085
H 1.32928 -6.23781 -6.29112 0.083
H 1.78439 -5.90182 -8.02860 0.086
C 6.60993 -1.99700 -0.05318 -0.085
C 7.91094 -2.36141 -0.60325 -0.274
N 8.90865 -2.70068 -1.14929 0.120
H 6.76195 -1.45425 0.87979 0.080
H 5.97531 -2.85650 0.16272 0.082
H 6.14897 -1.38534 -0.82874 0.076
C -3.14298 7.00646 -2.02934 -0.080
C -2.00921 7.90427 -1.84833 -0.279
N -1.11892 8.66793 -1.76754 0.119
H -3.63070 6.89104 -1.06141 0.084
H -2.83411 6.11223 -2.57068 0.076
H -3.83667 7.38485 -2.78015 0.084
C -2.23961 -4.75722 2.77515 -0.059
C -0.87875 -5.05063 3.32114 -0.275
N 0.17206 -5.27054 3.74191 0.113
H -2.40447 -3.67976 2.77781 0.075
H -2.91484 -5.28085 3.45189 0.082
H -2.32289 -5.14613 1.76031 0.070
C 0.33718 -9.21491 -0.41025 -0.078
C -0.59568 -9.23035 0.74344 -0.266
N -1.30480 -9.31743 1.67269 0.118
H 1.10061 -8.52340 -0.05377 0.076
H -0.11993 -8.88362 -1.34267 0.073
H 0.80974 -10.16060 -0.67571 0.081
C 2.13698 -1.69054 5.43935 -0.068
C 0.71766 -1.26658 5.65549 -0.268
N -0.42370 -1.07169 5.72762 0.109
H 2.73632 -0.78886 5.56532 0.071
H 2.27975 -2.11349 4.44496 0.074
H 2.44462 -2.41852 6.19002 0.081
C 4.35557 6.53275 -0.71078 -0.052
C 4.12100 5.37820 -1.61406 -0.277
N 3.95469 4.46341 -2.30404 0.090
H 3.60397 6.36078 0.05968 0.081
H 4.20793 7.44813 -1.28382 0.088
H 5.32604 6.49469 -0.21597 0.086
C -6.90291 1.62043 -0.14105 -0.077
C -7.39261 1.03573 -1.40612 -0.270
N -7.79913 0.63338 -2.44541 0.110
H -6.49288 0.75971 0.38728 0.075
H -7.78988 1.93490 0.40893 0.083
H -6.12499 2.38126 -0.20491 0.079
Cl -3.94294 6.04262 3.59202 0.518
C -2.16767 6.28234 3.67859 -0.635
C -1.81749 7.71154 4.22310 -0.669
Cl -1.89306 8.99534 3.01108 0.541
H -1.65233 6.02908 2.75210 0.063
H -1.84441 5.51834 4.38562 0.058
H -0.82673 7.70453 4.67747 0.067
H -2.54118 8.01424 4.97989 0.054

# 4
50
Properties=species:S:1:pos:R:3:lowdin_charge:R:1 method="wB97M-V/def2-TZVPD" homo_energy_ha="-0.34658 / -0.32199" total_charge=+1 e_above_lowest_ev=0.000 s_squared=0.761 lumo_energy_ev="-2.18 / -2.27" multiplicity=2 homo_lumo_gap_ev="7.25 / 6.50" e_tot_ev=-123342.522
V 0.98101 -0.18440 0.37874 0.666
C 4.51924 0.73586 -2.11267 0.009
N 3.86579 1.82631 -1.39336 -0.109
C 4.71529 2.96914 -1.07569 0.002
C 2.64353 1.69502 -0.93532 -0.459
O 1.92479 0.69605 -1.19507 -0.123
C 2.01393 2.75131 -0.03238 -0.132
O 0.71022 2.32444 0.32746 -0.153
C -0.29732 2.65407 -0.60646 -0.090
C -1.19415 1.45254 -0.85264 -0.368
O -0.89374 0.34509 -0.36538 -0.049
N -2.28536 1.62428 -1.58285 -0.115
C -2.68650 2.92998 -2.10083 -0.012
C -3.21008 0.51693 -1.81175 0.006
H 4.91118 1.11512 -3.05555 0.102
H 3.80236 -0.05461 -2.29724 0.092
H 5.33748 0.35497 -1.50210 0.107
H 5.02192 3.46630 -1.99545 0.105
H 5.60069 2.61747 -0.54703 0.109
H 4.20051 3.68304 -0.44230 0.085
H 1.98491 3.73476 -0.50721 0.144
H 2.58801 2.81170 0.89127 0.117
H 0.12880 2.97278 -1.56224 0.146
H -0.89514 3.48116 -0.21274 0.150
H -1.82878 3.50428 -2.44141 0.092
H -3.23619 3.50127 -1.35123 0.108
H -3.33548 2.76991 -2.95794 0.099
H -2.76289 -0.40700 -1.46441 0.080
H -3.42177 0.44589 -2.87733 0.101
H -4.14163 0.69674 -1.27385 0.107
O 0.30646 -1.48194 1.45369 -0.167
C -0.09997 -2.36362 2.22160 -0.417
C -1.03926 -2.04770 3.32872 -0.080
C -2.45516 -2.12334 2.71942 -0.166
C -2.74841 -3.37380 1.87244 -0.180
C -1.99366 -3.44600 0.53066 -0.172
C -0.58644 -4.05399 0.62154 -0.158
N 0.09127 -3.68089 1.87836 0.076
H -0.83920 -1.06465 3.75081 0.129
H -0.93038 -2.79400 4.12006 0.130
H -2.59698 -1.24338 2.08411 0.114
H -3.18194 -2.04816 3.52878 0.116
H -3.81940 -3.37758 1.66481 0.112
H -2.56362 -4.28208 2.45703 0.119
H -1.93051 -2.43598 0.11200 0.094
H -2.56780 -4.03813 -0.18423 0.114
H 0.02658 -3.74774 -0.22598 0.114
H -0.62825 -5.14208 0.60550 0.124
H -0.17318 -4.29706 2.63387 0.129
Br 2.96919 0.01174 1.78176 0.150

# 5
34
Properties=species:S:1:pos:R:3:lowdin_charge:R:1 method="wB97M-V/def2-TZVPD" homo_energy_ha=0.06573 total_charge=-2 e_above_lowest_ev=8.527 lumo_energy_ev=5.16 homo_lumo_gap_ev=3.37 e_tot_ev=-16101.250
C -0.42960 1.05190 -2.08250 -0.276
C 0.96750 1.18970 -1.84520 -0.286
C 1.13790 2.01490 -0.69730 -0.276
C -0.15140 2.37680 -0.21830 -0.294
C -1.12260 1.77810 -1.07230 -0.290
Sr 0.00000 0.00000 0.00000 1.145
N -1.31440 -1.30630 0.02910 -0.503
C -0.35960 -2.35180 -0.49360 -0.475
C 1.02970 -1.69430 -0.68890 -0.437
H 2.09220 2.28740 -0.24240 0.080
H 1.76690 0.74140 -2.43560 0.076
H -0.36350 2.97800 0.66720 0.079
H -2.20640 1.84760 -0.95970 0.079
H -0.89130 0.45530 -2.87150 0.085
H 1.39400 -1.76850 -1.72360 -0.032
H -0.31050 -3.19370 0.22660 0.053
H -2.28880 -1.60880 0.02410 -0.032
H 1.78580 -2.05580 0.02420 -0.026
H -0.73590 -2.74200 -1.45990 0.055
C 1.25810 -0.72630 5.32420 -0.100
C 0.00000 0.00000 4.82390 -0.680
C -1.25800 -0.72640 5.32400 -0.100
C 0.00000 1.45280 5.32400 -0.102
C 0.00000 0.00000 3.30390 -0.150
C 0.00000 0.00000 2.00000 -0.267
H 1.28460 -0.74170 6.43530 0.063
H 2.17550 -0.21560 4.95880 0.080
H 1.27460 -1.77620 4.95870 0.082
H -1.28470 -0.74170 6.43520 0.062
H -2.17550 -0.21580 4.95850 0.081
H -1.27440 -1.77630 4.95860 0.083
H 0.90110 1.99180 4.95850 0.080
H -0.90090 1.99200 4.95830 0.080
H -0.00010 1.48360 6.43510 0.062

# 6
26
Properties=species:S:1:pos:R:3:lowdin_charge:R:1 method="wB97M-V/def2-TZVPD" homo_energy_ha=-0.29362 total_charge=0 e_above_lowest_ev=0.585 lumo_energy_ev=0.93 homo_lumo_gap_ev=8.92 e_tot_ev=-10060.935
C 2.70012 -0.78263 -0.84986 -0.047
C 2.00240 -0.47378 0.44429 -0.495
N 1.84483 0.86846 0.73738 0.086
C 1.50863 -1.42705 1.24089 -0.014
H 1.81614 1.48535 -0.06104 0.071
H 1.04721 1.05247 1.36518 0.093
H 3.77499 -0.78353 -0.70818 0.077
H 2.45716 -0.03299 -1.60050 0.069
H 2.39995 -1.75425 -1.23295 0.078
H 1.08062 -1.18734 2.20112 0.057
H 1.66710 -2.46870 1.02885 0.053
C -1.89072 1.53280 0.73068 -0.064
C -0.87161 1.53050 -1.57209 -0.079
C -1.83249 -1.58333 0.56243 -0.089
C -1.25801 0.72059 -0.36147 -0.384
C -1.24459 -0.61725 -0.41426 -0.143
H -0.85146 -1.08182 -1.31180 0.104
H -2.27629 0.92647 1.54126 0.060
H -2.71393 2.14406 0.33072 0.087
H -1.14456 2.22434 1.14417 0.076
H -1.74121 2.05566 -1.98719 0.082
H -0.13931 2.29230 -1.30534 0.064
H -0.43823 0.90522 -2.34873 0.072
H -2.47942 -1.11264 1.29449 0.061
H -2.38969 -2.35256 0.03109 0.074
H -1.02763 -2.08038 1.10087 0.051